Entry 1:
74
Properties=species:S:1:pos:R:3:forces:R:3:mulliken_charge:R:1 method="wB97M-V/def2-TZVPD" lumo_ha=-0.12259 homo_lumo_gap_ev=7.118 homo_ha=-0.384 smiles="CCCCN(CCCCn1nc(P(C)O)[n+](COO)c1C(F)(F)c1cccc(C(F)(F)F)c1)C(=S)SCCC" total_charge=+1
C -4.473296 -3.402524 -2.727422 0.2 -0.3 -0.3 -1.0814
C -3.180081 -4.125880 -3.186009 -0.3 0.1 0.5 -0.7094
C -1.888292 -3.388204 -2.718210 -0.4 -0.5 -1.3 -0.2943
C -1.490507 -2.410968 -3.852106 -1.4 0.1 0.6 -0.7757
N -0.690180 -1.229835 -3.422570 0.6 -0.1 -0.8 0.2151
C 0.279483 -1.549231 -2.366880 0.8 0.3 0.3 -0.7728
C 1.268332 -0.387725 -2.088083 -0.5 -0.4 0.9 -0.6687
C 2.144509 -0.694268 -0.831516 -0.6 0.9 -0.1 -0.6081
C 1.300734 -0.306078 0.409706 0.1 -0.1 -1.4 -0.8780
N 2.042318 -0.439838 1.674028 0.0 -0.3 1.1 0.9671
N 3.386027 -0.601473 1.726160 0.2 -0.1 -1.0 -0.8246
C 3.729236 -0.646395 2.969388 -0.1 0.9 1.4 0.2560
P 5.554977 -0.837440 3.348365 1.3 -1.2 -0.4 0.0505
C 6.232108 0.846562 2.898310 -1.5 0.4 0.1 -0.8957
O 5.789813 -0.935472 4.988431 -0.6 1.1 -0.9 -0.4411
N 2.592871 -0.508429 3.778001 0.1 -0.1 -1.0 0.5317
C 2.601312 -0.510801 5.250005 0.5 0.5 1.1 -0.5458
O 2.936900 -1.752659 5.779939 0.3 0.3 -0.7 -0.1790
O 1.799466 -2.580607 5.766449 -0.9 -0.2 0.1 -0.3281
C 1.578524 -0.385357 2.907628 -1.3 -0.6 0.2 -0.5525
C 0.108855 -0.163807 3.247764 -0.9 1.5 0.7 1.5002
F -0.188524 -0.620360 4.501364 0.5 -0.4 -0.4 -0.2842
F -0.716426 -0.836872 2.407542 0.5 -0.1 0.0 -0.2643
C -0.223009 1.326386 3.246995 0.3 0.4 -0.4 0.3077
C 0.689228 2.296240 2.854282 0.7 -0.2 -0.2 -0.1632
C 0.369834 3.641641 2.887212 0.1 0.4 -0.2 -1.1027
C -0.887325 4.064642 3.285929 0.5 -0.1 -0.2 -0.6820
C -1.805604 3.094104 3.667003 -0.7 0.8 0.3 -0.0294
C -3.214315 3.528966 4.096053 1.1 -0.3 -0.8 0.9189
F -4.078311 3.307550 3.085818 -0.1 0.1 0.4 -0.2376
F -3.204186 4.844148 4.354577 -0.5 -0.3 0.3 -0.2626
F -3.618643 2.830299 5.162104 -0.2 0.4 -0.1 -0.2413
C -1.477872 1.761019 3.659477 -0.3 -1.2 0.1 -0.8545
C -0.027066 -0.777088 -4.622482 0.1 0.3 -0.1 -0.0386
S 1.309171 -1.493947 -5.245199 -0.1 0.1 0.0 -0.1303
S -0.670341 0.577336 -5.524022 -0.2 -0.6 0.6 -0.1702
C -2.174159 1.180981 -4.663640 -0.3 0.3 -0.4 -0.4730
C -3.118934 1.755132 -5.762892 0.9 0.1 0.0 -0.4953
C -2.743122 3.212100 -6.116054 -0.6 -0.2 -0.6 -1.1253
H -5.319768 -4.102254 -2.681063 0.3 0.2 0.1 0.3637
H -4.768082 -2.633159 -3.456424 0.2 0.0 0.4 0.2704
H -4.319150 -2.969520 -1.728571 -0.2 0.0 -0.3 0.2878
H -3.179849 -5.149212 -2.783680 0.0 0.3 -0.1 0.4060
H -3.204432 -4.208019 -4.282369 0.2 -0.1 0.3 0.3494
H -2.101654 -2.894477 -1.763661 0.3 -0.1 -0.2 0.1897
H -1.099487 -4.149870 -2.647292 -0.1 0.4 0.5 0.2967
H -1.028558 -2.990181 -4.665633 0.2 0.2 0.3 0.2849
H -2.435521 -2.011198 -4.263659 0.4 0.0 0.0 0.3521
H 0.854479 -2.466567 -2.587443 -0.2 0.2 0.1 0.3755
H -0.277414 -1.676711 -1.425895 0.0 -0.3 -0.5 0.2862
H 0.649264 0.481645 -1.800885 0.3 0.0 -0.6 0.1639
H 1.902921 -0.153887 -2.944809 -0.2 0.0 0.2 0.6613
H 2.444266 -1.748625 -0.812423 0.2 0.3 0.1 0.3894
H 2.993602 0.000468 -0.844070 0.1 -0.6 -0.1 0.4354
H 0.389709 -0.908494 0.393110 0.3 0.0 0.6 0.4460
H 0.998332 0.747103 0.306266 0.1 -0.3 0.2 0.3199
H 6.690342 1.350585 3.760666 0.2 -0.3 -0.3 0.3303
H 6.890252 0.779316 2.028388 0.1 -0.2 0.4 0.3019
H 5.385874 1.488080 2.597116 0.3 -0.1 0.0 0.2664
H 5.955680 -0.030154 5.296770 0.0 -0.3 0.5 0.3152
H 1.685295 -0.099118 5.685876 0.0 -0.3 -0.5 0.3446
H 3.416132 0.155239 5.565176 -0.1 -0.3 -0.2 0.3818
H 1.764358 -2.994262 4.886540 0.4 0.0 0.1 0.3405
H 1.694643 2.055264 2.497359 -0.3 -0.1 0.2 0.4955
H 1.116576 4.364331 2.558119 -0.2 -0.1 0.2 0.4175
H -1.089337 5.132426 3.282777 -0.3 -0.3 0.1 0.4721
H -2.204347 1.011817 3.978133 0.1 0.3 0.0 0.5138
H -1.845392 2.005101 -4.016607 -0.2 -0.4 0.1 0.3408
H -2.660192 0.384774 -4.091344 0.4 0.1 -0.1 0.3389
H -2.975159 1.160915 -6.678798 -0.3 0.0 0.3 0.3067
H -4.165262 1.663721 -5.447676 0.2 0.1 -0.1 0.3369
H -3.147866 3.420122 -7.119472 0.1 0.2 0.4 0.3484
H -1.656885 3.366963 -6.193009 -0.3 -0.1 0.2 0.3192
H -3.196868 3.935993 -5.426961 0.3 -0.2 0.0 0.3135

=====

Entry 2:
69
Properties=species:S:1:pos:R:3:forces:R:3:lowdin_spin:R:1 method="wB97M-V/def2-TZVPD" spin_multiplicity=5 lumo_ha="-0.20964 / -0.21448" homo_lumo_gap_ev="7.585 / 7.580" homo_ha="-0.488 / -0.493" total_charge=+2
Fe -9.672639 -10.581378 11.814115 0.9 -0.1 0.1 3.6930
C -11.054527 -9.751014 8.800502 -0.3 0.8 -0.7 0.0008
C -12.019907 -9.539157 9.984888 0.0 -1.9 0.5 0.0066
N -11.679321 -10.361767 11.192336 -0.1 0.0 0.3 0.0495
C -12.291871 -11.698821 11.075363 -1.5 0.0 -0.6 0.0049
C -11.760991 -12.776310 11.974898 -0.3 1.0 0.9 0.0028
N -10.331976 -12.712658 11.878781 1.8 -0.5 0.3 0.0338
C -9.670619 -13.614206 12.849469 -0.3 -0.3 -0.1 0.0037
C -8.144118 -13.633782 12.740230 0.2 0.8 1.7 0.0002
C -7.444238 -12.306505 13.177300 0.0 1.2 -0.4 0.0036
N -7.527298 -11.202468 12.135328 0.6 -0.1 -0.9 0.0464
C -6.896799 -11.344713 10.762007 0.7 -0.5 0.2 0.0029
C -7.901073 -11.751228 9.725941 0.0 -1.1 -1.6 0.0023
N -8.941106 -10.726522 9.761584 -1.4 0.5 -1.0 0.0395
C -10.045631 -10.854436 8.714114 2.1 -1.5 1.1 0.0039
H -10.551578 -8.789148 8.711323 0.4 0.0 -0.2 0.0000
H -11.597020 -9.844205 7.862688 -0.5 0.2 0.0 0.0000
H -13.063343 -9.840431 9.738161 0.6 0.9 -0.1 0.0016
H -11.900516 -8.546448 10.362091 -0.5 0.8 -0.3 0.0001
H -12.014495 -9.844337 11.999990 -0.4 -0.2 0.1 0.0035
H -12.039281 -11.943024 10.043926 -0.5 -0.4 0.0 0.0000
H -13.404463 -11.680270 11.198665 0.8 0.3 -0.4 0.0012
H -12.117369 -13.752647 11.709357 -0.5 -0.5 -0.3 0.0009
H -12.093770 -12.599426 13.014578 0.3 0.0 -0.3 0.0000
H -10.078196 -13.116718 10.983144 0.0 0.2 -0.3 -0.0002
H -10.140188 -14.612320 12.730788 0.6 0.2 0.2 0.0017
H -9.970119 -13.247332 13.828860 0.3 -0.4 0.1 0.0001
H -7.770795 -13.975522 11.781371 0.0 0.1 -0.3 0.0000
H -7.758420 -14.353700 13.483150 -0.4 0.0 -0.4 0.0000
H -6.405128 -12.521955 13.443998 0.0 -0.1 -0.3 0.0015
H -7.843186 -11.776449 14.099954 0.0 -1.2 -1.0 0.0001
H -7.058348 -10.342117 12.435794 -0.3 -0.5 0.9 0.0012
H -5.988748 -11.972751 10.690498 -0.5 0.0 0.5 0.0010
H -6.551311 -10.355424 10.461028 0.1 0.2 0.3 0.0000
H -8.260901 -12.785908 9.951170 -0.4 0.9 0.0 0.0002
H -7.487643 -11.913199 8.664040 -0.1 0.6 1.5 0.0011
H -8.531967 -9.789150 9.639047 0.2 -0.5 0.0 0.0006
H -10.410514 -11.876981 8.879903 -0.5 0.3 -0.1 0.0002
H -9.564221 -10.943884 7.716588 -0.4 0.6 0.4 0.0016
N -4.119911 -6.974960 11.959894 -1.4 -0.3 -0.8 0.0009
C -4.879715 -7.681525 12.763247 0.7 -2.1 3.9 0.0004
N -6.069986 -8.189863 12.607361 -0.4 0.9 -1.6 0.0012
C -6.678799 -7.805318 11.408800 -1.3 0.0 -0.7 0.0035
N -7.969582 -7.949082 11.139699 1.3 -0.3 0.8 -0.0037
N -8.725753 -8.594851 12.119814 -0.3 1.3 0.7 0.0304
C -9.006793 -8.015794 13.236300 0.1 -1.4 -0.1 0.0105
C -9.702374 -8.821221 14.265035 -0.4 -0.8 -1.9 0.0039
C -9.989580 -8.306635 15.478870 0.5 1.4 1.9 0.0012
C -10.452641 -9.177871 16.492609 -0.6 1.2 0.2 0.0027
C -10.779181 -10.461932 16.134917 -0.2 -0.8 1.5 0.0010
C -10.520271 -10.872888 14.847402 -0.1 -0.7 -0.3 0.0052
N -10.015994 -10.100660 13.915660 0.6 0.9 0.0 0.0285
C -5.861675 -7.179129 10.341529 1.0 0.9 1.6 0.0003
C -6.370487 -6.753424 9.142141 1.1 1.3 -1.4 0.0005
C -5.659198 -5.949061 8.244396 2.3 -0.5 1.0 0.0000
C -4.312145 -5.565081 8.596348 -1.1 -0.1 -0.5 0.0008
C -3.832435 -5.907014 9.828600 0.6 -0.5 0.7 -0.0001
C -4.586197 -6.686226 10.687505 -0.8 -0.4 -0.3 0.0008
H -3.239544 -6.671906 12.262951 1.3 0.5 0.4 0.0000
H -4.427984 -7.970765 13.782194 -0.3 0.7 -1.7 0.0000
H -8.676766 -7.076619 13.647456 0.4 0.6 -0.8 0.0010
H -9.758248 -7.211038 15.648602 -0.3 -1.5 0.1 0.0002
H -10.633071 -8.818484 17.522259 0.2 -0.2 -0.8 0.0001
H -11.192438 -11.185040 16.874302 0.4 0.7 -0.7 0.0002
H -10.655170 -11.900008 14.539206 -0.4 0.2 0.3 0.0002
H -7.363480 -6.958537 8.949625 -1.9 -0.6 -0.6 0.0000
H -5.984282 -5.715547 7.250577 -0.6 0.2 -0.1 0.0000
H -3.615486 -4.988282 7.977532 -0.8 -0.2 -0.2 0.0000
H -2.834755 -5.660211 10.191175 -0.1 0.3 -0.4 0.0000

=====

Entry 3:
65
Properties=species:S:1:pos:R:3:forces:R:3:mulliken_charge:R:1 method="wB97M-V/def2-TZVPD" lumo_ha=0.02639 homo_lumo_gap_ev=8.677 homo_ha=-0.292 smiles="CCOC(=O)c1c(C)c(-c2ccccc2)n(CC(=O)NCCCN(CC)CC)c1C" total_charge=0
C 5.269138 0.520959 -0.757702 -0.3 0.2 0.2 -1.0727
C 4.849151 1.675273 0.143063 0.6 -0.2 0.0 -0.3188
O 3.436874 1.725517 0.304028 -0.4 0.1 0.0 -0.3235
C 2.904229 0.906733 1.234369 0.2 -0.2 0.2 1.0055
O 3.586916 0.174959 1.920233 0.1 0.1 -0.1 -0.7078
C 1.454204 1.005988 1.302892 -0.5 -0.1 0.2 0.7595
C 0.582302 1.806104 0.505070 -0.3 -0.1 0.1 1.1520
C 0.970603 2.728792 -0.598400 -0.1 0.0 -0.1 -1.9060
C -0.701551 1.521977 0.913795 0.5 0.3 -0.3 0.0339
C -1.960405 2.075723 0.420654 -0.2 0.1 -0.1 -0.0633
C -2.103550 3.457348 0.293903 0.0 -0.1 0.1 -0.4664
C -3.277171 4.002293 -0.191931 -0.1 0.1 -0.1 -0.8622
C -4.330559 3.179364 -0.554178 0.0 0.0 0.0 -0.5551
C -4.201382 1.806441 -0.428312 -0.1 0.0 0.0 -1.0934
C -3.027546 1.256343 0.052195 0.0 0.1 0.0 0.4046
N -0.637710 0.585637 1.925714 0.3 0.1 0.0 0.1624
C -1.751869 0.045076 2.644407 -0.5 -0.4 0.4 -1.3596
C -2.175045 -1.377126 2.230734 0.3 0.4 0.0 0.9611
O -3.018464 -1.969216 2.873857 -0.3 0.0 0.3 -0.7328
N -1.559630 -1.881854 1.153369 0.2 0.0 -0.2 0.8391
C -1.878425 -3.190950 0.629305 -0.3 -0.2 -0.1 -0.8934
C -2.070587 -3.140035 -0.884466 0.4 -0.1 0.1 -0.6935
C -0.756374 -2.881261 -1.628960 -0.3 0.0 0.0 -0.9847
N -0.172064 -1.590250 -1.279909 0.2 0.0 0.0 1.3815
C -0.726681 -0.487944 -2.055142 0.0 0.2 -0.2 -0.2595
C -0.273261 -0.382591 -3.514953 -0.1 -0.1 0.3 -1.7314
C 1.286180 -1.591353 -1.261986 0.1 -0.1 0.1 -0.7494
C 1.851674 -2.348210 -0.065291 0.0 0.1 -0.3 -1.2994
C 0.655765 0.276400 2.178533 0.6 0.0 -0.1 -0.2619
C 1.041699 -0.660575 3.263368 0.0 0.0 0.1 -1.7705
H 4.765214 0.589575 -1.719306 0.0 0.0 -0.1 0.2731
H 5.008852 -0.424530 -0.288363 0.0 -0.1 0.0 0.2415
H 6.343373 0.551553 -0.915898 0.1 0.0 0.0 0.4206
H 5.318015 1.570944 1.127479 -0.1 0.1 -0.2 0.3126
H 5.120530 2.636853 -0.298740 0.0 -0.1 0.1 0.3665
H 0.090199 3.060395 -1.145150 0.0 0.0 -0.1 0.5402
H 1.652484 2.233507 -1.286658 0.0 0.0 -0.1 0.3393
H 1.490240 3.600255 -0.202111 0.0 0.1 -0.1 0.3349
H -1.292545 4.101592 0.598260 0.1 0.0 0.0 0.5181
H -3.373688 5.074491 -0.281433 0.0 0.1 0.0 0.4091
H -5.248528 3.605825 -0.930129 -0.1 0.0 0.0 0.4005
H -5.019660 1.158879 -0.707897 -0.1 -0.1 0.0 0.4497
H -2.933601 0.183632 0.128356 0.0 -0.1 0.0 0.4396
H -2.621341 0.695384 2.513897 0.2 -0.1 0.1 0.5466
H -1.526590 0.007989 3.714847 -0.1 0.0 -0.2 0.4896
H -0.890114 -1.367783 0.583868 -0.1 0.1 0.1 -0.9520
H -2.790396 -3.528393 1.129188 0.2 0.0 0.0 0.5296
H -1.069861 -3.889893 0.874543 -0.1 -0.1 0.0 0.2427
H -2.801185 -2.366913 -1.127262 -0.1 0.0 0.0 0.2508
H -2.473459 -4.096768 -1.220570 -0.1 0.0 0.0 0.4351
H -0.050968 -3.667434 -1.357100 0.0 0.0 0.0 0.5270
H -0.937848 -2.966754 -2.710556 0.1 0.0 0.0 0.2497
H -1.814449 -0.582981 -2.031103 0.0 0.1 0.1 0.3443
H -0.462753 0.438075 -1.538956 -0.1 0.0 0.0 -0.1989
H 0.792501 -0.178844 -3.578459 0.1 0.0 -0.1 0.3083
H -0.484106 -1.297761 -4.063958 0.0 -0.1 -0.1 0.2929
H -0.807116 0.432961 -3.995562 0.0 0.1 -0.1 0.5230
H 1.603814 -0.548694 -1.186656 0.0 0.0 -0.1 0.3945
H 1.707276 -2.011707 -2.189442 0.0 0.1 0.0 0.3025
H 1.425093 -1.968616 0.856968 0.0 0.0 0.2 0.1465
H 2.928084 -2.205129 -0.023345 0.1 0.0 0.1 0.3784
H 1.656751 -3.415880 -0.129072 0.0 -0.1 0.0 0.4606
H 0.842736 -0.214152 4.239297 0.0 0.0 0.1 0.3503
H 2.105508 -0.866297 3.192326 -0.1 0.0 0.0 0.3814
H 0.481081 -1.592926 3.200423 0.0 -0.1 0.0 0.3572

=====

Number 1: electronic energy -3016.960559 Eh. Number 2: electronic energy -2691.570407 Eh. Number 3: electronic energy -1325.573725 Eh.